Here is the ion C5H13N2 with charge +1 from the OMol25 dataset. Energies are from the ωB97M-V functional and the def2-TZVPD basis.

Geometry as ORCA input:
```
! wB97M-V def2-TZVPD RIJCOSX def2/J DEFGRID3
* xyz 1 1
C 0.613 -1.944 0.019
C 0.680 -0.452 -0.014
C 2.100 -0.111 -0.452
N -0.197 0.426 0.367
C 0.130 1.837 0.520
C -1.718 0.118 0.447
N -2.197 0.128 -0.822
H 0.088 -2.219 0.941
H -0.048 -2.172 -0.815
H 1.628 -2.341 -0.201
H 2.338 -0.836 -1.366
H 2.818 -0.424 0.340
H 2.342 0.864 -0.775
H -0.782 2.404 0.879
H 0.351 2.350 -0.413
H 0.873 2.079 1.247
H -1.971 0.737 1.393
H -1.656 -0.952 0.822
H -2.472 1.077 -1.075
H -2.919 -0.569 -1.042
*
```

## Properties
largest force on an atom = 6.0 eV Å⁻¹
energy above the lowest of the compared OMol25 structures with the same formula, charge and spin = 55.4 kcal per mole
structure (SMILES) = CC(C)=[N+](C)CN
calculated total energy = -307.5334 Ha

Results of the Mulliken charge analysis, in e, for atoms 1 through 5:
1 C -1.53
2 C 1.21
3 C -1.42
4 N 0.20
5 C -1.07



Here is the ion C5H13N2 with charge +1 from the OMol25 dataset. Energies are from the ωB97M-V functional and the def2-TZVPD basis.

Geometry as ORCA input:
```
! wB97M-V def2-TZVPD RIJCOSX def2/J DEFGRID3
* xyz 1 1
C -1.346 -1.945 0.259
C -1.114 -0.645 0.276
N -1.766 0.246 -0.695
C -0.038 -0.020 1.115
C 1.054 0.785 0.348
C 2.399 0.065 0.169
N 0.513 1.161 -1.041
H -0.845 -2.652 0.911
H -2.122 -2.345 -0.389
H -2.676 0.537 -0.367
H -1.866 -0.255 -1.556
H -0.408 0.622 1.840
H 0.485 -0.776 1.644
H 1.176 1.756 0.819
H 2.447 -0.538 -0.729
H 3.237 0.775 0.151
H 2.538 -0.600 1.002
H 0.916 2.018 -1.349
H -0.535 1.203 -0.956
H 0.649 0.407 -1.694
*
```

## Properties
largest force on an atom = 2.2 eV Å⁻¹
energy above the lowest of the compared OMol25 structures with the same formula, charge and spin = 39.4 kcal per mole
structure (SMILES) = C=C(N)C[C@@H](C)[NH3+]
calculated total energy = -307.5589 Ha

Results of the Mulliken charge analysis, in e, for atoms 1 through 5:
1 C -1.04
2 C 0.60
3 N -0.56
4 C -1.03
5 C 0.13



Here is a cluster of 2 separate species, C5H13N2 in total from the OMol25 dataset. Energies are from the ωB97M-V functional and the def2-TZVPD basis.

Geometry as ORCA input:
```
! wB97M-V def2-TZVPD RIJCOSX def2/J DEFGRID3
* xyz 1 1
C -0.795 1.805 -1.709
C -1.794 0.972 -1.872
N 0.070 1.642 -0.495
H -0.377 2.509 -2.417
H -2.413 1.067 -2.750
H -1.999 0.200 -1.141
H 0.561 0.738 -0.581
H 0.776 2.374 -0.426
H -0.487 1.595 0.360
C 0.813 -1.560 -0.670
C 0.286 -1.460 0.727
C 0.674 -0.623 1.684
N 0.170 -0.590 2.981
H 1.472 -0.724 -0.964
H 1.496 -2.405 -0.769
H 0.000 -1.633 -1.388
H -0.438 -2.226 1.004
H 1.411 0.153 1.496
H 0.861 -0.377 3.688
H -0.287 -1.455 3.243
*
```

## Properties
largest force on an atom = 0.8 eV Å⁻¹
energy above the lowest of the compared OMol25 structures with the same formula, charge and spin = 63.5 kcal per mole
calculated total energy = -307.5204 Ha

Results of the Mulliken charge analysis, in e, for atoms 1 through 5:
1 C -0.03
2 C -0.63
3 N -0.10
4 H 0.33
5 H 0.27



Here is the ion C5H13N2 with charge +1 from the OMol25 dataset. Energies are from the ωB97M-V functional and the def2-TZVPD basis.

Geometry as ORCA input:
```
! wB97M-V def2-TZVPD RIJCOSX def2/J DEFGRID3
* xyz 1 1
N 0.414 -0.109 2.418
C 0.684 1.040 1.585
C 1.463 0.746 0.296
C 1.043 -0.572 -0.367
C -0.487 -0.776 -0.434
C -1.090 0.028 -1.484
N -2.037 -0.376 -2.256
H -0.206 0.126 3.178
H 1.239 -0.594 2.739
H 1.212 1.892 2.042
H -0.265 1.515 1.330
H 2.541 0.734 0.460
H 1.245 1.597 -0.361
H 1.413 -0.733 -1.383
H 1.439 -1.372 0.253
H -0.749 -1.843 -0.448
H -0.917 -0.558 0.558
H -0.841 1.083 -1.332
H -2.238 -0.014 -3.184
H -2.497 -1.250 -2.016
*
```

## Properties
largest force on an atom = 2.1 eV Å⁻¹
energy above the lowest of the compared OMol25 structures with the same formula, charge and spin = 50.2 kcal per mole
structure (SMILES) = NCCCCC=[NH2+]
calculated total energy = -307.5417 Ha

Results of the Mulliken charge analysis, in e, for atoms 1 through 5:
1 N -0.45
2 C -0.74
3 C -0.53
4 C -0.78
5 C -0.55



Here is a cluster of 2 separate species, C5H13N2 in total from the OMol25 dataset. Energies are from the ωB97M-V functional and the def2-TZVPD basis.

Geometry as ORCA input:
```
! wB97M-V def2-TZVPD RIJCOSX def2/J DEFGRID3
* xyz 2 2
N 0.202 0.328 -1.089
C 0.128 -0.100 0.289
C 0.916 0.917 1.144
C 0.406 2.300 0.938
C -0.291 3.094 1.864
C 0.490 -1.564 0.598
N -0.123 -2.533 -0.232
H -0.371 -0.200 -1.756
H -0.979 0.059 0.080
H -0.162 -2.338 -1.236
H -2.380 -2.400 -5.116
H 0.931 0.658 2.207
H 1.938 0.938 0.720
H 0.562 2.686 -0.071
H -0.177 2.922 2.934
H -0.855 3.955 1.508
H 0.309 -1.813 1.643
H 1.577 -1.633 0.362
H -2.243 -1.773 -4.745
H 0.122 -3.506 -0.042
*
```

## Properties
largest force on an atom = 3.0 eV Å⁻¹
<S²> = 1.6724
energy above the lowest of the compared OMol25 structures with the same formula, charge and spin = 193.2 kcal per mole
calculated total energy = -306.8583 Ha

Results of the Mulliken charge analysis, in e, for atoms 1 through 5:
1 N -0.58
2 C 0.26
3 C -0.50
4 C 0.02
5 C -0.47



Here is the ion C5H13N2O with charge +1 from the OMol25 dataset. Energies are from the ωB97M-V functional and the def2-TZVPD basis.

Geometry as ORCA input:
```
! wB97M-V def2-TZVPD RIJCOSX def2/J DEFGRID3
* xyz 1 1
C 0.604 -2.078 0.210
N 0.831 -0.707 -0.193
C 2.098 -0.251 -0.005
O 3.049 -0.971 -0.020
N -0.446 0.464 -0.091
C -0.924 0.561 1.255
C 0.099 1.727 -0.519
C -1.513 0.032 -0.934
H 1.051 -2.802 -0.644
H 1.227 -2.396 1.049
H -0.374 -2.272 0.510
H 2.179 0.902 -0.287
H -1.449 -0.386 1.644
H -0.160 0.746 1.989
H -1.582 1.357 1.369
H 0.546 1.635 -1.539
H -0.757 2.383 -0.688
H 0.820 2.305 0.237
H -1.192 -0.074 -1.872
H -1.849 -0.948 -0.607
H -2.259 0.772 -0.863
*
```

## Properties
largest force on an atom = 4.8 eV Å⁻¹
energy above the lowest of the compared OMol25 structures with the same formula, charge and spin = 115.8 kcal per mole
structure (SMILES) = CN(C=O)[N+](C)(C)C
calculated total energy = -382.6771 Ha

Results of the Mulliken charge analysis, in e, for atoms 1 through 5:
1 C -1.06
2 N 0.06
3 C 0.08
4 O -0.44
5 N 0.10



Here is a cluster of 2 separate species, C5H13N2O in total from the OMol25 dataset. Energies are from the ωB97M-V functional and the def2-TZVPD basis.

Geometry as ORCA input:
```
! wB97M-V def2-TZVPD RIJCOSX def2/J DEFGRID3
* xyz 1 1
C -0.821 -1.647 -0.771
O -1.139 -2.345 0.451
C -1.230 -0.320 -1.349
C -1.954 0.699 -0.225
C -2.096 0.058 1.115
N 3.934 1.044 0.367
C 2.620 0.799 0.077
N 1.665 1.427 0.639
H 0.203 -1.960 -0.777
H -1.125 -0.168 1.567
H -0.472 -3.081 0.369
H -1.994 -0.446 -2.060
H -0.495 0.322 -1.909
H -1.290 1.602 -0.178
H -2.952 0.925 -0.679
H -2.533 0.671 1.928
H -2.641 -0.861 0.872
H 4.261 1.658 1.111
H 4.613 0.359 0.012
H 2.658 0.019 -0.719
H 0.789 1.243 0.159
*
```

## Properties
largest force on an atom = 5.6 eV Å⁻¹
energy above the lowest of the compared OMol25 structures with the same formula, charge and spin = 134.0 kcal per mole
calculated total energy = -382.6480 Ha

Results of the Mulliken charge analysis, in e, for atoms 1 through 5:
1 C 0.33
2 O -0.32
3 C -0.65
4 C -0.33
5 C -1.09



Here is the ion C5H13N2O with charge +1 from the OMol25 dataset. Energies are from the ωB97M-V functional and the def2-TZVPD basis.

Geometry as ORCA input:
```
! wB97M-V def2-TZVPD RIJCOSX def2/J DEFGRID3
* xyz 1 1
C -2.071 -1.676 0.433
N -1.460 -0.734 1.377
C -0.582 0.237 0.965
O -0.365 1.180 1.713
C 0.150 0.160 -0.348
C -0.751 1.097 -1.258
N 1.486 0.843 -0.105
C 2.762 0.078 -0.220
H -1.391 -1.824 -0.399
H -3.125 -1.544 0.147
H -2.069 -2.588 1.027
H -1.965 -0.549 2.227
H 0.314 -0.867 -0.684
H -0.767 2.129 -0.930
H -0.680 0.889 -2.326
H -1.690 0.538 -1.070
H 1.447 1.112 0.881
H 1.455 1.709 -0.676
H 3.001 -0.090 -1.280
H 2.718 -0.814 0.400
H 3.583 0.713 0.125
*
```

## Properties
largest force on an atom = 3.3 eV Å⁻¹
energy above the lowest of the compared OMol25 structures with the same formula, charge and spin = 33.8 kcal per mole
structure (SMILES) = CNC(=O)[C@@H](C)[NH2+]C
calculated total energy = -382.8078 Ha

Results of the Mulliken charge analysis, in e, for atoms 1 through 5:
1 C -0.81
2 N -0.13
3 C 0.35
4 O -0.65
5 C -0.07



Here is a cluster of 2 separate species, C5H13N2O in total from the OMol25 dataset. Energies are from the ωB97M-V functional and the def2-TZVPD basis.

Geometry as ORCA input:
```
! wB97M-V def2-TZVPD RIJCOSX def2/J DEFGRID3
* xyz 1 1
C -1.358 1.672 0.250
C -2.150 -0.649 1.230
C 2.042 1.495 -0.545
C 1.448 -2.006 -0.512
C -1.180 0.177 0.463
N -0.103 -0.382 -0.133
N 0.110 -1.549 -0.611
O -0.645 -2.098 -1.357
H -1.874 2.167 1.089
H -0.368 2.079 0.165
H -1.943 1.803 -0.671
H -2.358 -1.580 0.806
H -2.902 0.084 1.085
H -2.003 -0.666 2.283
H 2.960 1.685 -1.051
H 1.356 1.386 -1.394
H 1.762 2.339 0.184
H 1.775 -2.439 -1.399
H 1.473 -2.911 0.195
H 2.043 -1.242 -0.057
H 1.915 0.637 -0.018
*
```

## Properties
largest force on an atom = 4.2 eV Å⁻¹
energy above the lowest of the compared OMol25 structures with the same formula, charge and spin = 141.0 kcal per mole
calculated total energy = -382.6370 Ha

Results of the Mulliken charge analysis, in e, for atoms 1 through 5:
1 C -1.03
2 C -1.06
3 C -1.06
4 C -0.76
5 C 0.61



Here is a structure of composition C5H13N2O from the OMol25 dataset. Energies are from the ωB97M-V functional and the def2-TZVPD basis.

Geometry as ORCA input:
```
! wB97M-V def2-TZVPD RIJCOSX def2/J DEFGRID3
* xyz 1 1
C -2.764 0.402 -0.408
O -2.708 0.615 0.986
C -1.323 0.236 -0.920
C -0.425 -0.900 -0.269
C 1.008 -0.584 0.504
C 2.048 -0.469 -0.483
N 2.960 0.506 -0.925
N 0.787 0.476 1.574
H -3.266 -0.512 -0.606
H -3.215 1.216 -0.889
H -3.598 0.677 1.432
H -0.713 1.154 -0.942
H -1.447 0.103 -2.024
H -0.974 -1.531 0.470
H -0.190 -1.486 -1.296
H 1.977 -1.400 -1.086
H 3.803 0.001 -1.424
H 2.814 0.166 1.958
H 2.835 0.414 0.315
H 1.779 1.010 1.621
H 0.611 -0.095 2.412
*
```

## Properties
largest force on an atom = 6.3 eV Å⁻¹
energy above the lowest of the compared OMol25 structures with the same formula, charge and spin = 272.8 kcal per mole
calculated total energy = -382.4269 Ha

Results of the Mulliken charge analysis, in e, for atoms 1 through 5:
1 C -0.57
2 O -0.53
3 C -0.79
4 C -0.58
5 C 0.53



Here is the molecule C5H13N2O2P from the OMol25 dataset. Energies are from the ωB97M-V functional and the def2-TZVPD basis.

Geometry as ORCA input:
```
! wB97M-V def2-TZVPD RIJCOSX def2/J DEFGRID3
* xyz 0 1
C -2.581 1.379 0.804
N -2.282 0.321 0.164
P -0.797 0.001 -0.499
O -0.621 0.364 -1.898
O 0.274 1.158 0.563
C 1.132 2.018 -0.070
C 2.378 1.486 -0.620
N -0.336 -1.483 -0.017
C -0.102 -2.419 -1.073
C -0.403 -1.971 1.378
H -3.599 1.556 1.156
H -1.845 2.088 1.216
H 0.536 2.807 -0.701
H 1.472 2.762 0.733
H 2.386 1.260 -1.678
H 3.114 2.304 -0.477
H 2.695 0.585 0.045
H 0.724 -3.012 -0.995
H -0.895 -3.119 -1.237
H -0.172 -1.744 -1.919
H -0.934 -1.356 2.067
H -0.892 -2.934 1.255
H 0.747 -2.051 1.805
*
```

## Properties
largest force on an atom = 5.3 eV Å⁻¹
energy above the lowest of the compared OMol25 structures with the same formula, charge and spin = 58.4 kcal per mole
structure (SMILES) = C=N[P@@](=O)(OCC)N(C)C
calculated total energy = -799.6334 Ha

Results of the Mulliken charge analysis, in e, for atoms 1 through 5:
1 C -0.18
2 N -0.47
3 P 0.91
4 O -0.71
5 O -0.46



Here is a structure of composition C5H13N2O4P from the OMol25 dataset. Energies are from the ωB97M-V functional and the def2-TZVPD basis.

Geometry as ORCA input:
```
! wB97M-V def2-TZVPD RIJCOSX def2/J DEFGRID3
* xyz 0 1
C 0.975 0.972 0.741
C 3.178 1.425 -0.265
C -1.932 -1.825 0.969
C 2.229 0.313 0.076
C -1.997 -0.312 1.001
N 1.765 -0.456 -1.049
N -0.258 0.202 0.411
O -2.332 2.149 0.030
O -4.242 0.697 0.176
O 1.062 1.995 1.362
O -2.655 0.405 -1.742
P -2.732 0.690 -0.308
H 3.261 1.392 -1.375
H 4.209 1.166 0.094
H 2.711 2.284 0.138
H -2.728 -2.309 1.583
H -1.016 -1.992 1.500
H -1.773 -2.426 0.025
H 2.452 -0.436 0.913
H 1.621 0.137 -1.918
H 2.180 -1.401 -1.241
H -2.017 0.090 2.034
H -0.011 -0.568 -0.124
H -4.926 1.017 -0.414
H -1.624 2.497 -0.417
*
```

## Properties
largest force on an atom = 3.9 eV Å⁻¹
energy above the lowest of the compared OMol25 structures with the same formula, charge and spin = 7.1 kcal per mole
calculated total energy = -950.1509 Ha

Results of the Mulliken charge analysis, in e, for atoms 1 through 5:
1 C -0.05
2 C -1.08
3 C -1.30
4 C 0.39
5 C 0.30